Entry 1:
Computed, not measured: 9 unconnected molecules or ions with the total composition C48H123N9O15 at a distorted geometry, with ωB97M-V/def2-TZVPD.

Values from the calculation:
E_HOMO: -0.3101 Eh
Energy above the lowest of the compared OMol25 structures with the same formula, charge and spin: 1.493 eV
SMILES: COC[C@H](C)N.COC[C@H](C)N.COC[C@H](C)N.COCCNCCOC.COCCNCCOC.COCCNCCOC.COCCNCCOC.COCCNCCOC.COCCNCCOC
LUMO: 0.62 eV

Each line ends with the Löwdin charge.
Cartesian coordinates (Å):
C (12.748, 13.242, 13.370)  -0.130
O (12.670, 11.930, 12.913)  -0.192
C (11.381, 11.620, 12.427)  -0.216
C (11.420, 10.287, 11.710)  -0.474
C (11.817, 9.306, 12.749)  -0.085
N (12.384, 10.224, 10.666)  0.045
H (12.678, 13.965, 12.554)  0.067
H (13.742, 13.396, 13.851)  0.101
H (11.933, 13.462, 14.029)  0.072
H (10.621, 11.533, 13.227)  0.134
H (11.092, 12.403, 11.698)  0.132
H (10.415, 10.056, 11.361)  0.143
H (10.922, 9.040, 13.339)  0.087
H (12.613, 9.610, 13.430)  0.074
H (12.228, 8.366, 12.348)  0.084
H (13.233, 10.634, 11.024)  0.066
H (12.143, 10.832, 9.877)  0.083
C (13.991, 20.134, 19.427)  -0.113
O (13.019, 19.803, 20.358)  -0.198
C (12.395, 18.516, 20.280)  -0.194
C (11.085, 18.474, 21.028)  -0.415
C (10.556, 17.051, 20.913)  -0.042
N (10.101, 19.386, 20.402)  0.067
H (14.893, 19.490, 19.488)  0.073
H (14.160, 21.192, 19.568)  0.091
H (13.657, 20.098, 18.320)  0.094
H (12.165, 18.381, 19.180)  0.110
H (13.042, 17.716, 20.607)  0.094
H (11.295, 18.701, 22.079)  0.127
H (11.243, 16.245, 21.213)  0.085
H (10.289, 16.939, 19.877)  0.047
H (9.618, 17.011, 21.432)  0.073
H (10.602, 20.268, 20.293)  0.061
H (9.409, 19.657, 21.116)  0.095
C (13.316, 16.038, 14.558)  -0.111
O (13.681, 15.230, 15.681)  -0.200
C (14.823, 15.822, 16.380)  -0.170
C (14.865, 15.269, 17.775)  -0.433
C (13.664, 15.660, 18.631)  -0.032
N (16.066, 15.902, 18.362)  0.065
H (12.371, 15.634, 14.218)  0.074
H (13.966, 16.091, 13.701)  0.073
H (13.260, 17.081, 14.879)  0.092
H (15.714, 15.535, 15.842)  0.113
H (14.817, 16.938, 16.452)  0.116
H (14.985, 14.187, 17.820)  0.103
H (12.685, 15.262, 18.262)  0.082
H (13.538, 16.756, 18.529)  0.068
H (13.896, 15.510, 19.703)  0.065
H (16.144, 15.538, 19.301)  0.054
H (16.814, 15.431, 17.831)  0.050
C (14.246, 15.811, 22.585)  -0.113
O (13.898, 14.525, 22.115)  -0.174
C (14.986, 13.674, 22.044)  -0.252
C (14.638, 12.389, 21.348)  -0.237
N (14.234, 12.590, 20.018)  -0.038
C (13.703, 11.405, 19.322)  -0.189
C (13.129, 11.662, 17.977)  -0.211
O (12.075, 12.639, 18.116)  -0.174
C (11.683, 13.010, 16.821)  -0.120
H (13.308, 16.377, 22.782)  0.087
H (14.810, 16.426, 21.837)  0.086
H (14.842, 15.825, 23.492)  0.088
H (15.321, 13.360, 22.999)  0.113
H (15.786, 14.165, 21.538)  0.111
H (13.877, 11.782, 21.912)  0.135
H (15.522, 11.754, 21.391)  0.122
H (13.531, 13.287, 19.967)  0.079
H (12.952, 10.901, 19.945)  0.125
H (14.516, 10.721, 19.226)  0.107
H (12.776, 10.736, 17.524)  0.130
H (13.838, 12.107, 17.254)  0.095
H (11.117, 12.215, 16.317)  0.095
H (12.537, 13.211, 16.192)  0.055
H (10.999, 13.842, 16.970)  0.068
C (18.327, 17.080, 14.606)  -0.119
O (17.326, 17.011, 13.601)  -0.207
C (16.785, 18.302, 13.266)  -0.170
C (16.181, 19.019, 14.474)  -0.241
N (15.161, 19.907, 14.034)  -0.059
C (14.504, 20.457, 15.216)  -0.218
C (13.408, 21.449, 14.818)  -0.200
O (12.371, 20.794, 14.079)  -0.206
C (11.439, 21.734, 13.595)  -0.119
H (17.918, 17.341, 15.586)  0.087
H (19.136, 17.761, 14.337)  0.088
H (18.848, 16.121, 14.611)  0.057
H (16.028, 18.098, 12.536)  0.098
H (17.605, 18.850, 12.861)  0.113
H (16.963, 19.613, 15.002)  0.131
H (15.725, 18.252, 15.196)  0.115
H (14.443, 19.414, 13.457)  0.124
H (15.296, 20.913, 15.796)  0.114
H (14.125, 19.739, 15.939)  0.095
H (13.864, 22.230, 14.202)  0.121
H (12.925, 21.875, 15.726)  0.114
H (10.817, 22.099, 14.419)  0.058
H (10.842, 21.204, 12.842)  0.096
H (11.886, 22.676, 13.198)  0.097
C (12.384, 17.278, 11.519)  -0.137
O (13.727, 17.584, 11.323)  -0.195
C (14.318, 16.806, 10.273)  -0.198
C (14.932, 15.441, 10.650)  -0.234
N (15.811, 14.989, 9.599)  -0.044
C (16.157, 13.578, 9.819)  -0.181
C (16.951, 13.197, 11.106)  -0.274
O (18.183, 13.783, 11.082)  -0.167
C (18.708, 13.858, 12.378)  -0.092
H (12.126, 16.212, 11.668)  0.083
H (11.724, 17.694, 10.740)  0.096
H (12.136, 17.768, 12.463)  0.084
H (15.065, 17.402, 9.768)  0.114
H (13.583, 16.489, 9.473)  0.136
H (14.132, 14.703, 10.908)  0.117
H (15.547, 15.547, 11.590)  0.118
H (16.626, 15.551, 9.560)  0.100
H (16.826, 13.167, 9.038)  0.120
H (15.286, 12.930, 9.772)  0.105
H (17.084, 12.111, 11.224)  0.129
H (16.374, 13.568, 11.964)  0.101
H (19.721, 14.201, 12.253)  0.090
H (18.739, 12.886, 12.845)  0.084
H (18.049, 14.435, 13.008)  0.073
C (11.242, 18.656, 26.056)  -0.116
O (11.866, 18.905, 24.802)  -0.203
C (13.081, 19.604, 24.980)  -0.249
C (13.830, 19.837, 23.674)  -0.229
N (15.179, 20.278, 23.973)  -0.051
C (15.799, 20.908, 22.803)  -0.213
C (16.488, 19.911, 21.932)  -0.238
O (17.078, 20.507, 20.783)  -0.179
C (17.550, 19.518, 19.919)  -0.142
H (10.452, 17.910, 25.852)  0.092
H (10.760, 19.560, 26.492)  0.090
H (11.974, 18.303, 26.825)  0.092
H (13.753, 19.071, 25.703)  0.129
H (12.883, 20.624, 25.432)  0.136
H (13.273, 20.557, 23.033)  0.124
H (13.788, 18.894, 23.095)  0.110
H (15.130, 21.083, 24.591)  0.107
H (16.549, 21.627, 23.165)  0.128
H (15.061, 21.449, 22.159)  0.127
H (15.721, 19.259, 21.549)  0.094
H (17.255, 19.387, 22.487)  0.128
H (17.690, 20.045, 18.977)  0.089
H (16.857, 18.712, 19.669)  0.065
H (18.513, 19.095, 20.182)  0.084
C (10.392, 16.413, 16.975)  -0.108
O (9.721, 17.315, 16.085)  -0.196
C (9.079, 18.435, 16.729)  -0.199
C (10.143, 19.506, 16.931)  -0.191
N (9.548, 20.692, 17.603)  -0.051
C (10.375, 21.895, 17.422)  -0.232
C (9.852, 23.058, 18.185)  -0.273
O (9.955, 22.752, 19.541)  -0.200
C (9.296, 23.740, 20.323)  -0.109
H (11.170, 15.939, 16.423)  0.042
H (9.681, 15.611, 17.377)  0.110
H (10.825, 16.898, 17.881)  0.060
H (8.632, 18.172, 17.667)  0.105
H (8.273, 18.745, 16.029)  0.132
H (10.442, 19.883, 15.913)  0.123
H (11.033, 19.141, 17.533)  0.110
H (9.388, 20.474, 18.593)  0.071
H (10.351, 22.150, 16.366)  0.086
H (11.473, 21.722, 17.673)  0.128
H (8.779, 23.189, 17.940)  0.125
H (10.355, 24.045, 17.891)  0.147
H (9.824, 24.751, 20.307)  0.101
H (9.346, 23.494, 21.399)  0.089
H (8.285, 23.876, 19.931)  0.084
C (16.168, 10.765, 14.527)  -0.100
O (17.080, 11.319, 15.463)  -0.192
C (16.421, 12.048, 16.518)  -0.202
C (17.472, 12.642, 17.446)  -0.219
N (18.225, 13.680, 16.765)  -0.037
C (19.506, 13.877, 17.460)  -0.203
C (20.356, 14.989, 16.894)  -0.221
O (20.624, 14.632, 15.547)  -0.207
C (21.468, 15.579, 14.959)  -0.120
H (16.797, 10.256, 13.828)  0.073
H (15.603, 11.539, 13.960)  0.085
H (15.529, 9.988, 15.016)  0.101
H (15.742, 11.399, 17.057)  0.101
H (15.901, 12.891, 16.100)  0.103
H (18.072, 11.838, 17.873)  0.117
H (16.989, 13.021, 18.350)  0.104
H (18.363, 13.522, 15.765)  0.113
H (20.091, 12.938, 17.332)  0.131
H (19.401, 13.993, 18.515)  0.110
H (21.275, 15.086, 17.462)  0.122
H (19.767, 15.938, 16.875)  0.126
H (20.961, 16.559, 15.059)  0.075
H (21.535, 15.398, 13.905)  0.082
H (22.437, 15.643, 15.449)  0.091



Entry 2:
Computed, not measured: 14 unconnected molecules or ions with the total composition C48H124O14 at a distorted geometry, with ωB97M-V/def2-TZVPD.

Values from the calculation:
E_HOMO: -0.3480 Eh
LUMO: 0.57 eV

Each line ends with the Löwdin charge.
Cartesian coordinates (Å):
C (-0.089, -1.511, -6.033)  -0.045
C (0.143, -1.471, -4.554)  -0.515
C (0.884, -0.312, -3.975)  -0.057
O (-1.042, -1.668, -3.809)  -0.065
H (-0.682, -0.648, -6.359)  0.080
H (-0.645, -2.453, -6.238)  0.091
H (0.850, -1.547, -6.608)  0.090
H (0.870, -2.304, -4.281)  0.144
H (1.912, -0.333, -4.326)  0.076
H (1.011, -0.512, -2.906)  0.070
H (0.470, 0.692, -4.172)  0.092
H (-1.530, -0.845, -3.760)  0.068
C (-4.350, -1.282, 4.707)  -0.045
C (-3.134, -0.343, 4.843)  -0.520
C (-1.801, -1.100, 4.890)  -0.041
O (-3.011, 0.607, 3.829)  -0.094
H (-5.274, -0.686, 4.530)  0.073
H (-4.495, -1.910, 5.592)  0.076
H (-4.275, -1.972, 3.802)  0.098
H (-3.247, 0.114, 5.819)  0.123
H (-1.567, -1.377, 3.856)  0.072
H (-1.975, -1.954, 5.551)  0.082
H (-0.990, -0.430, 5.225)  0.082
H (-3.874, 1.118, 3.789)  0.063
C (-3.932, 0.250, -5.522)  -0.070
C (-4.702, 0.271, -4.214)  -0.426
C (-5.629, -0.972, -4.185)  -0.046
O (-3.581, 0.198, -3.233)  -0.125
H (-3.388, 1.203, -5.640)  0.085
H (-4.628, 0.207, -6.367)  0.082
H (-3.313, -0.682, -5.525)  0.088
H (-5.156, 1.242, -4.063)  0.125
H (-5.084, -1.849, -4.432)  0.042
H (-6.421, -0.753, -4.893)  0.073
H (-6.174, -1.110, -3.204)  0.097
H (-3.955, 0.257, -2.301)  0.089
C (6.265, 2.607, -4.499)  -0.045
C (4.981, 1.872, -3.977)  -0.480
C (3.734, 2.523, -4.515)  -0.064
O (5.001, 0.511, -4.448)  -0.057
H (6.308, 3.682, -4.134)  0.096
H (6.234, 2.547, -5.573)  0.070
H (7.133, 2.107, -4.126)  0.058
H (4.990, 1.832, -2.906)  0.115
H (3.701, 2.273, -5.560)  0.073
H (3.904, 3.621, -4.472)  0.084
H (2.762, 2.230, -4.030)  0.084
H (5.124, -0.021, -3.667)  0.071
C (-0.414, -0.900, 0.130)  -0.049
C (-1.510, -1.892, 0.008)  -0.545
C (-2.904, -1.266, 0.140)  -0.022
O (-1.365, -2.693, -1.108)  -0.056
H (-0.468, -0.223, 1.040)  0.101
H (-0.506, -0.131, -0.679)  0.070
H (0.585, -1.332, 0.056)  0.054
H (-1.461, -2.530, 0.858)  0.111
H (-3.102, -0.751, -0.803)  0.053
H (-2.810, -0.682, 1.072)  0.072
H (-3.624, -2.136, 0.212)  0.106
H (-1.327, -2.161, -1.932)  0.064
C (-2.184, 3.519, -2.740)  -0.049
C (-1.545, 3.766, -1.384)  -0.474
C (-1.135, 2.489, -0.643)  -0.034
O (-0.429, 4.634, -1.623)  -0.058
H (-2.207, 4.551, -3.244)  0.111
H (-3.165, 3.131, -2.687)  0.049
H (-1.577, 2.853, -3.321)  0.064
H (-2.239, 4.314, -0.747)  0.126
H (-1.948, 1.751, -0.602)  0.079
H (-0.916, 2.891, 0.369)  0.075
H (-0.264, 2.080, -1.034)  0.046
H (0.079, 4.659, -0.816)  0.029
C (-0.139, 3.477, 3.324)  -0.053
C (-1.225, 3.898, 4.273)  -0.484
C (-2.338, 4.593, 3.455)  -0.048
O (-1.834, 2.885, 5.090)  -0.073
H (0.710, 3.160, 3.811)  0.030
H (0.096, 4.326, 2.607)  0.099
H (-0.557, 2.634, 2.692)  0.092
H (-0.820, 4.577, 5.007)  0.130
H (-1.941, 5.451, 2.882)  0.071
H (-3.005, 4.955, 4.272)  0.079
H (-2.796, 3.810, 2.785)  0.079
H (-2.165, 2.081, 4.615)  0.056
C (-2.060, -5.426, -3.638)  -0.041
C (-3.536, -5.029, -3.412)  -0.469
C (-4.057, -5.351, -2.086)  -0.059
O (-3.724, -3.613, -3.596)  -0.040
H (-1.903, -6.496, -3.509)  0.074
H (-1.455, -4.969, -2.843)  0.066
H (-1.574, -5.235, -4.608)  0.082
H (-4.067, -5.578, -4.143)  0.119
H (-3.494, -4.778, -1.359)  0.082
H (-3.935, -6.359, -1.842)  0.062
H (-5.118, -5.223, -2.044)  0.082
H (-2.878, -3.223, -3.598)  0.023
C (2.809, 1.694, 0.507)  -0.057
C (3.830, 2.484, 1.274)  -0.286
O (5.018, 2.713, 0.530)  -0.165
C (5.908, 1.530, 0.567)  -0.254
C (7.339, 1.833, 0.942)  -0.079
H (3.266, 0.769, 0.195)  0.057
H (1.864, 1.523, 0.987)  0.064
H (2.558, 2.340, -0.331)  0.060
H (3.378, 3.517, 1.344)  0.119
H (4.047, 2.172, 2.307)  0.111
H (5.508, 0.852, 1.287)  0.082
H (5.852, 0.882, -0.340)  0.113
H (7.418, 2.106, 2.013)  0.080
H (7.736, 2.737, 0.411)  0.089
H (7.965, 0.958, 0.844)  0.068
C (5.442, -6.121, -1.033)  -0.051
C (4.206, -5.913, -1.961)  -0.182
O (3.688, -4.558, -1.597)  -0.186
C (2.432, -4.375, -2.185)  -0.314
C (1.796, -3.133, -1.543)  -0.063
H (6.363, -5.860, -1.485)  0.057
H (5.328, -5.531, -0.128)  0.066
H (5.501, -7.083, -0.586)  0.055
H (4.499, -5.925, -2.968)  0.090
H (3.411, -6.660, -1.841)  0.113
H (2.452, -4.319, -3.292)  0.119
H (1.838, -5.275, -2.023)  0.100
H (2.433, -2.278, -1.765)  0.072
H (1.800, -3.327, -0.386)  0.099
H (0.750, -2.990, -1.851)  0.052
C (1.013, -4.158, 3.991)  -0.066
C (-0.157, -5.128, 3.767)  -0.300
O (0.159, -6.057, 2.812)  -0.168
C (0.275, -5.647, 1.461)  -0.278
C (-0.689, -6.550, 0.742)  -0.086
H (1.955, -4.669, 3.913)  0.070
H (0.930, -3.373, 3.193)  0.057
H (0.899, -3.584, 4.960)  0.092
H (-0.347, -5.732, 4.628)  0.113
H (-1.043, -4.625, 3.542)  0.094
H (-0.086, -4.608, 1.260)  0.113
H (1.334, -5.711, 1.170)  0.122
H (-1.718, -6.494, 1.170)  0.090
H (-0.359, -7.604, 0.681)  0.075
H (-0.786, -6.279, -0.379)  0.087
C (-0.150, 7.242, 0.469)  -0.096
C (1.052, 6.914, -0.307)  -0.243
O (1.576, 5.541, 0.048)  -0.215
C (2.748, 5.265, -0.796)  -0.232
C (4.091, 5.851, -0.252)  -0.067
H (-0.088, 7.597, 1.473)  0.064
H (-0.676, 8.108, -0.025)  0.107
H (-0.798, 6.401, 0.543)  0.050
H (0.754, 6.933, -1.415)  0.138
H (1.831, 7.650, -0.135)  0.112
H (2.965, 4.204, -0.687)  0.063
H (2.380, 5.370, -1.831)  0.122
H (4.973, 5.136, -0.363)  0.090
H (3.934, 6.198, 0.740)  0.058
H (4.378, 6.814, -0.721)  0.066
C (2.546, 0.634, 4.210)  -0.066
C (2.565, -0.791, 3.698)  -0.256
O (3.452, -0.730, 2.555)  -0.185
C (3.396, -1.996, 1.846)  -0.257
C (4.404, -2.082, 0.698)  -0.060
H (1.926, 0.743, 5.039)  0.044
H (3.493, 0.892, 4.679)  0.087
H (2.142, 1.286, 3.408)  0.068
H (2.952, -1.596, 4.465)  0.150
H (1.634, -1.176, 3.307)  0.084
H (3.504, -2.864, 2.548)  0.123
H (2.420, -2.096, 1.413)  0.071
H (4.286, -1.252, 0.026)  0.045
H (4.397, -3.028, 0.179)  0.051
H (5.411, -1.872, 1.086)  0.080
C (-5.650, 2.524, 6.181)  -0.066
C (-5.661, 3.156, 4.798)  -0.255
O (-5.246, 2.141, 3.855)  -0.216
C (-5.422, 2.568, 2.515)  -0.279
C (-5.451, 1.306, 1.695)  -0.059
H (-5.979, 3.243, 6.981)  0.094
H (-6.338, 1.667, 6.109)  0.082
H (-4.606, 2.205, 6.390)  0.075
H (-6.745, 3.390, 4.545)  0.128
H (-5.119, 4.126, 4.659)  0.118
H (-6.302, 3.235, 2.420)  0.127
H (-4.649, 3.212, 2.172)  0.084
H (-6.243, 0.559, 1.950)  0.101
H (-4.494, 0.782, 1.810)  0.049
H (-5.492, 1.619, 0.640)  0.081